Entry 1:
This record from the Open Molecules 2025 dataset describes the molecule C16H14BCl4NO in a non-equilibrium geometry. The level of theory is ωB97M-V/def2-TZVPD.

Each line ends with the natural charge from an NBO analysis.
CARTESIAN COORDINATES (ANGSTROEM)
Cl: -2.426 2.963 -2.280  -0.27
B: -1.238 1.514 -2.365  0.46
Cl: -2.087 -0.174 -2.509  -0.32
Cl: -0.199 1.809 -3.903  -0.27
O: -0.481 1.545 -1.089  -0.74
C: 0.341 0.601 -0.624  0.22
C: 1.576 1.223 -0.034  -0.01
C: 2.760 0.482 0.011  -0.23
C: 3.916 1.018 0.614  -0.21
C: 3.912 2.286 1.157  -0.20
C: 2.782 3.087 1.005  -0.20
C: 1.619 2.583 0.370  -0.23
H: 0.481 -0.316 -1.240  0.22
H: 2.795 -0.492 -0.448  0.21
H: 4.806 0.429 0.710  0.22
H: 4.738 2.698 1.726  0.22
H: 2.723 4.117 1.380  0.22
H: 0.754 3.232 0.133  0.24
C: -1.941 1.578 1.319  -0.72
C: -1.676 0.191 0.898  0.50
C: -0.378 -0.386 0.667  -0.41
C: -0.653 -1.757 0.237  -0.04
C: -2.047 -1.960 0.272  0.20
N: -2.632 -0.739 0.675  -0.49
C: -2.605 -3.192 -0.053  -0.23
C: -1.738 -4.245 -0.385  -0.22
C: -0.351 -4.041 -0.436  -0.03
Cl: 0.717 -5.319 -0.864  0.03
C: 0.210 -2.755 -0.217  -0.21
H: -0.986 2.021 1.681  0.26
H: -2.308 2.247 0.491  0.31
H: -2.670 1.600 2.164  0.25
H: 0.457 -0.179 1.433  0.32
H: -3.634 -0.558 0.736  0.44
H: -3.679 -3.343 -0.119  0.23
H: -2.123 -5.231 -0.710  0.24
H: 1.267 -2.537 -0.404  0.24

Its multiplicity is 1. The HOMO energy comes out at -9.2 eV.



Entry 2:
This record from the Open Molecules 2025 dataset describes a structure of composition C16H14BCl5N6Sn in a non-equilibrium geometry. The level of theory is ωB97M-V/def2-TZVPD.

Each line ends with the natural charge from an NBO analysis.
CARTESIAN COORDINATES (ANGSTROEM)
H: 0.061 -2.637 -1.572  0.26
N: 1.087 -0.881 -0.913  -0.42
B: 2.671 1.150 -0.756  0.55
N: 2.181 -0.199 -1.389  -0.32
C: 2.701 -0.876 -2.421  0.02
Sn: -0.059 0.254 1.033  1.87
H: 3.609 -0.535 -2.893  0.23
C: 1.917 -2.000 -2.655  -0.34
H: 2.087 -2.772 -3.378  0.24
C: 0.862 -1.934 -1.753  0.02
H: 3.689 1.527 -1.267  -0.02
C: -1.099 1.693 2.260  -1.15
H: -1.769 1.069 2.871  0.24
H: -1.690 2.397 1.670  0.23
H: -0.349 2.212 2.876  0.22
N: 2.867 0.889 0.771  -0.29
N: 1.534 2.204 -0.936  -0.31
N: 1.879 0.377 1.596  -0.48
N: 0.316 2.000 -0.335  -0.40
C: 3.977 1.061 1.492  0.05
C: 1.540 3.407 -1.536  0.02
H: 4.857 1.442 0.991  0.24
H: 2.417 3.759 -2.052  0.23
C: 3.730 0.663 2.804  -0.33
C: 0.311 4.013 -1.304  -0.34
C: 2.411 0.233 2.849  0.04
C: -0.429 3.109 -0.543  0.02
H: 4.425 0.671 3.625  0.25
H: -0.007 4.986 -1.615  0.24
H: 1.832 -0.163 3.672  0.25
H: -1.429 3.221 -0.154  0.24
H: 1.073 -1.779 0.490  0.30
Cl: -3.102 1.039 -0.926  -0.02
C: -2.943 -0.567 -0.304  -0.10
C: -1.787 -0.974 0.409  -0.35
C: -1.734 -2.240 0.797  -0.33
Cl: 0.845 -2.718 1.509  -0.28
C: -2.647 -3.225 0.582  -0.10
Cl: -2.406 -4.859 1.041  -0.01
C: -3.855 -2.844 -0.090  -0.08
Cl: -5.117 -3.955 -0.368  0.04
C: -3.974 -1.503 -0.549  -0.14
Cl: -5.369 -1.032 -1.408  0.04

Its multiplicity is 1. The HOMO energy (spin up / spin down) comes out at -5.7 / -5.7 eV.



Entry 3:
This record from the Open Molecules 2025 dataset describes a cluster of 3 separate species, C16H14BF29O2S2 in total. The level of theory is ωB97M-V/def2-TZVPD.

Each line ends with the natural charge from an NBO analysis.
CARTESIAN COORDINATES (ANGSTROEM)
F: 1.459 -0.973 -0.176  -0.33
C: 1.500 -1.399 -1.471  0.65
F: 2.762 -1.199 -1.911  -0.32
C: 1.094 -2.871 -1.485  -0.46
C: 1.827 -3.792 -2.480  -0.76
B: 1.621 -5.307 -2.071  0.34
S: 2.456 -5.892 -0.605  -0.16
C: 0.592 -0.355 -2.197  0.58
F: -0.686 -0.573 -1.793  -0.32
F: 0.947 0.871 -1.748  -0.30
C: 0.700 -0.322 -3.766  0.58
F: 1.478 0.721 -4.091  -0.29
F: 1.301 -1.430 -4.224  -0.30
C: -0.640 -0.089 -4.553  0.47
F: -0.296 0.336 -5.763  -0.29
F: -1.345 0.870 -3.953  -0.30
S: -1.781 -1.594 -4.836  2.36
F: -0.734 -2.173 -5.890  -0.45
F: -1.056 -2.430 -3.674  -0.48
F: -2.831 -1.069 -3.771  -0.45
F: -2.531 -0.798 -5.982  -0.45
F: -2.707 -2.837 -5.106  -0.43
H: 0.010 -2.948 -1.600  0.24
H: 1.318 -3.206 -0.464  0.24
H: 2.900 -3.572 -2.451  0.25
H: 1.441 -3.653 -3.490  0.24
H: 0.897 -6.051 -2.650  -0.05
H: 2.181 -7.200 -0.713  0.16
F: -2.747 5.429 -0.425  -0.32
C: -3.299 4.765 -1.459  0.52
F: -4.589 5.149 -1.573  -0.32
C: -3.262 3.254 -1.210  0.59
F: -4.043 2.947 -0.157  -0.31
F: -3.829 2.702 -2.328  -0.33
C: -1.894 2.583 -1.077  -0.14
O: -1.413 2.322 0.223  -0.51
C: -0.705 3.244 0.931  0.85
F: -0.399 4.326 0.203  -0.31
F: 0.470 2.664 1.303  -0.33
C: -1.426 3.607 2.235  0.50
F: -2.656 4.090 1.968  -0.32
F: -0.717 4.560 2.876  -0.32
H: -2.771 5.017 -2.383  0.14
H: -2.021 1.592 -1.510  0.23
H: -1.145 3.090 -1.690  0.21
H: -1.503 2.720 2.860  0.16
F: 1.221 -2.177 5.257  -0.32
C: 2.113 -2.320 4.255  0.52
F: 3.110 -3.124 4.684  -0.32
C: 2.709 -0.965 3.862  0.60
F: 3.437 -0.470 4.881  -0.31
F: 3.564 -1.255 2.837  -0.33
C: 1.747 0.099 3.320  -0.13
O: 1.337 1.078 4.249  -0.51
C: 0.248 0.939 5.043  0.85
F: -0.487 -0.145 4.751  -0.31
F: -0.549 2.031 4.854  -0.34
C: 0.637 0.971 6.527  0.50
F: 1.510 -0.017 6.798  -0.32
F: -0.476 0.781 7.267  -0.32
H: 1.626 -2.787 3.395  0.14
H: 2.329 0.653 2.586  0.24
H: 0.908 -0.353 2.790  0.21
H: 1.082 1.937 6.773  0.15

Its SMILES is FC(F)(CCBS)C(F)(F)C(F)(F)C(F)(F)S(F)(F)(F)(F)F.FC(F)C(F)(F)COC(F)(F)C(F)F.FC(F)C(F)(F)COC(F)(F)C(F)F. Its multiplicity is 1. The HOMO energy comes out at -10.8 eV.



Entry 4:
This record from the Open Molecules 2025 dataset describes a structure of composition C16H14BN7O4Pt in a non-equilibrium geometry. The level of theory is ωB97M-V/def2-TZVPD.

Each line ends with the natural charge from an NBO analysis.
CARTESIAN COORDINATES (ANGSTROEM)
Pt: -0.114 0.001 0.149  1.41
C: 0.029 0.000 4.358  -0.34
C: 0.659 0.000 3.117  0.00
N: -0.259 0.000 2.158  -0.31
N: -1.472 0.000 2.735  -0.30
C: -1.318 0.000 4.066  0.01
B: -2.826 0.000 1.977  0.54
N: -2.834 -1.239 1.066  -0.32
C: -3.679 -2.275 0.971  0.00
C: -3.202 -3.140 0.007  -0.34
C: -2.031 -2.544 -0.454  -0.01
N: -1.837 -1.410 0.199  -0.31
N: -2.834 1.238 1.066  -0.32
C: -3.679 2.275 0.971  0.00
C: -3.202 3.140 0.007  -0.34
C: -2.031 2.544 -0.454  -0.01
N: -1.837 1.410 0.199  -0.30
H: 0.488 0.000 5.323  0.24
H: 1.706 0.000 2.887  0.24
H: -2.164 0.000 4.722  0.23
H: -3.726 0.000 2.741  -0.02
H: -4.561 -2.345 1.571  0.23
H: -3.627 -4.066 -0.313  0.24
H: -1.344 -2.881 -1.204  0.23
H: -4.561 2.345 1.571  0.23
H: -3.627 4.066 -0.313  0.24
H: -1.344 2.881 -1.204  0.23
O: -0.201 -0.001 -1.832  -0.68
C: 0.850 0.000 -2.593  0.15
C: 2.201 0.000 -2.233  -0.23
C: 3.169 0.000 -3.265  -0.16
C: 4.525 0.000 -2.978  -0.02
C: 4.988 0.000 -1.662  -0.20
C: 4.062 0.000 -0.631  -0.30
C: 2.678 0.000 -0.863  0.41
O: 1.901 -0.001 0.189  -0.73
N: 5.466 0.000 -4.053  0.53
O: 5.028 0.000 -5.193  -0.40
O: 6.657 0.000 -3.784  -0.39
H: 0.612 0.001 -3.656  0.16
H: 2.851 0.000 -4.297  0.24
H: 6.049 0.000 -1.462  0.24
H: 4.392 0.000 0.397  0.22

Its multiplicity is 3. The HOMO energy (spin up / spin down) comes out at -5.6 / -8.4 eV.



Entry 5:
This record from the Open Molecules 2025 dataset describes a structure of composition C16H14BrClN2O2S in a non-equilibrium geometry. The level of theory is ωB97M-V/def2-TZVPD.

Each line ends with the natural charge from an NBO analysis.
CARTESIAN COORDINATES (ANGSTROEM)
C: 4.420 -0.617 -0.684  -0.68
H: 5.042 -0.608 -1.504  0.22
H: 3.724 -1.437 -0.652  0.24
H: 4.980 -0.251 0.200  0.22
S: 3.444 1.006 -1.133  0.22
C: 2.292 0.863 0.186  -0.27
C: 1.314 1.712 0.122  -0.09
C: 0.244 2.056 0.859  -0.23
C: 0.308 1.231 2.008  -0.09
C: 1.298 0.305 2.292  -0.17
C: 2.215 -0.004 1.084  -0.17
H: 3.094 -0.608 1.228  0.21
H: 1.435 -0.171 3.233  0.22
C: -0.799 1.275 3.101  0.17
N: -1.965 1.598 3.018  -0.31
N: -2.600 1.220 1.931  -0.43
C: -2.436 0.337 1.173  0.64
O: -1.503 -0.533 1.124  -0.65
C: -3.707 0.273 -0.138  -0.08
O: -3.326 -0.926 -0.994  -0.52
C: -1.988 -0.986 -1.471  0.31
C: -1.615 -2.604 -1.463  -0.09
C: -0.467 -2.890 -1.917  -0.35
C: 0.501 -2.032 -2.279  -0.01
C: 0.077 -0.360 -2.601  -0.06
C: -1.214 -0.101 -1.916  -0.21
Br: -1.498 1.782 -1.983  0.03
H: 0.718 0.208 -2.853  0.15
Cl: 2.135 -2.429 -2.770  0.01
H: -0.154 -3.876 -1.752  0.23
H: -2.427 -3.109 -1.155  0.22
H: -4.463 0.043 0.361  0.16
H: -3.759 1.180 -0.549  0.18
H: -3.481 1.864 1.975  0.41
H: -0.306 1.364 4.208  0.18
H: -0.697 2.602 0.689  0.24
H: 1.166 2.623 -0.978  0.16

Its multiplicity is 1. The HOMO energy comes out at -7.8 eV.



Entry 6:
This record from the Open Molecules 2025 dataset describes a cluster of 2 separate species, C16H14BrN2O4 in total in a non-equilibrium geometry. The level of theory is ωB97M-V/def2-TZVPD.

Each line ends with the natural charge from an NBO analysis.
CARTESIAN COORDINATES (ANGSTROEM)
Br: 6.808 0.082 2.246  0.05
C: 4.929 -0.094 2.185  -0.07
C: 4.338 -1.372 2.121  -0.24
C: 2.959 -1.492 2.006  -0.13
C: 2.130 -0.342 1.964  -0.11
C: 0.699 -0.467 1.793  -0.05
C: -0.215 0.515 2.057  -0.15
N: -1.573 0.256 1.823  0.48
O: -2.467 1.118 2.015  -0.40
O: -1.835 -0.905 1.400  -0.40
C: 2.731 0.928 2.111  -0.09
C: 4.118 1.053 2.193  -0.26
H: 4.969 -2.253 2.165  0.22
H: 2.484 -2.472 1.940  0.22
H: 0.333 -1.462 1.534  0.26
H: 0.045 1.502 2.439  0.21
H: 2.093 1.811 2.131  0.20
H: 4.569 2.035 2.271  0.22
C: -5.048 0.028 -2.631  -0.62
C: -3.589 0.130 -2.306  -0.10
C: -2.752 -0.992 -2.333  -0.21
C: -1.406 -0.891 -2.020  -0.22
C: -0.845 0.340 -1.591  -0.06
C: 0.517 0.465 -1.208  -0.25
N: 1.379 -0.601 -1.239  0.44
O: 2.636 -0.421 -1.170  -0.58
O: 0.919 -1.782 -1.309  -0.58
C: -1.704 1.482 -1.597  -0.25
C: -3.037 1.372 -1.951  -0.17
H: -5.471 1.031 -2.734  0.20
H: -5.219 -0.524 -3.561  0.20
H: -5.599 -0.489 -1.835  0.20
H: -3.156 -1.964 -2.615  0.19
H: -0.751 -1.751 -2.063  0.26
H: 0.946 1.433 -0.940  0.19
H: -1.252 2.439 -1.327  0.19
H: -3.681 2.253 -1.962  0.18

Its multiplicity is 1. Its charge is -1. The HOMO energy comes out at -3.2 eV.



Let's list DFT total energy in order: -2613.84621; -3486.66169; -4485.88684; -1446.45132; -4309.96642; -3602.42801 a.u..